14
Properties=species:S:1:pos:R:3:forces:R:3 method="wB97M-V/def2-TZVPD" e_homo_ev="-9.2 / -9.8" de_lowest_kcal_mol=105.5 total_energy_ha=-590.28522 homo_lumo_gap_ha="0.300 / 0.310"
P -1.603964 0.254671 0.375328 1.964 0.821 0.941
O -0.106674 0.897615 0.699452 -1.812 -0.551 0.976
N -2.251625 0.605872 -1.012941 -0.127 -0.581 0.111
C 1.950994 -0.031279 -0.211805 -0.953 2.994 -1.288
C 0.798832 1.024268 -0.402688 -0.981 -0.727 -0.075
C -1.425517 -1.502152 0.513334 -0.487 -0.029 -1.203
H -2.284484 -2.068383 0.806213 -0.523 -0.113 0.633
H -0.890255 -2.091515 -0.233685 0.412 0.557 0.176
H 0.063118 0.828763 -1.218423 1.589 0.221 -0.575
H 1.027178 2.129071 -0.384008 0.675 -1.420 -0.334
H 2.329541 0.014876 0.745069 0.604 0.420 2.388
H 2.763297 0.235374 -0.826709 1.104 0.561 -0.992
H 1.831131 -1.041983 -0.400864 -1.396 -1.919 -0.636
H -2.201572 0.744802 1.551726 -0.068 -0.235 -0.121

---

106
Properties=species:S:1:pos:R:3:forces:R:3 method="wB97M-V/def2-TZVPD" e_homo_ev=-10.9 charge=+1 total_energy_ha=-3261.60930 homo_lumo_gap_ha=0.311
S -0.978279 -3.149334 -0.962238 0.000 -0.518 -0.779
Si -1.500499 -0.977427 -1.194434 -0.295 1.654 0.000
F 2.551669 1.643928 2.112829 -0.008 -0.001 0.000
F 5.561873 1.642046 -2.693610 0.011 -0.012 0.027
F -3.859690 -0.259298 -4.575262 0.088 -0.044 0.057
F 5.045217 -0.956405 5.096038 0.959 0.146 1.616
F -6.346938 2.325537 -4.497832 0.093 0.101 -0.023
F 0.659131 -0.552534 4.392654 -0.393 0.187 0.145
F 0.946446 -3.101225 1.729909 0.047 -0.032 -0.152
N -2.339060 -5.411259 1.985842 0.118 -0.013 -0.032
C 3.070671 -0.595304 6.316241 0.061 -0.030 -0.092
C 3.217322 -0.146120 8.675319 -0.004 0.004 0.006
C 6.286809 3.338643 2.040001 0.020 0.007 0.011
C 5.500488 3.438798 3.179476 0.028 -0.021 -0.056
C 5.807992 2.664402 0.925116 0.011 0.039 0.070
C 4.782092 -1.636081 1.682780 -0.046 -0.025 -0.133
C 4.000065 -1.493875 2.820504 -0.098 0.186 -0.514
C 2.199295 2.896430 -3.044924 -0.019 -0.057 -0.056
C 4.275607 1.734609 -3.082527 -0.072 -0.007 -0.010
C 2.428647 0.857904 -4.297828 -0.024 0.040 0.036
C -3.541659 5.134961 -5.533562 0.033 0.015 -0.008
C -5.334993 -3.416895 -5.538782 -0.045 0.021 -0.005
C 2.708093 -1.994134 2.847551 -0.114 -0.148 0.038
C -1.382524 0.612770 4.380363 0.053 0.118 0.028
C -2.601270 -1.647651 3.316680 -0.083 0.083 -0.090
C -6.579897 -2.989703 -5.977222 -0.020 -0.012 -0.003
C -1.697257 -4.547200 1.333008 -0.276 -0.338 0.262
C -4.758877 -1.164337 -5.041915 -0.074 -0.043 -0.001
C 4.445451 -0.690791 6.281195 -0.139 0.131 0.509
C -2.736029 0.627770 4.077182 0.010 -0.029 -0.062
C 4.545781 2.090588 0.948443 -0.080 -0.133 -0.192
C -1.248322 -1.679676 3.620313 0.064 -0.176 -0.056
C -0.682547 -0.121092 0.230748 0.029 -0.694 0.025
C -3.360554 -0.843826 -1.140184 0.709 -0.607 0.043
C 2.455897 -0.321825 7.528606 0.033 0.009 0.067
C 3.524040 2.805703 -2.645245 0.038 0.116 0.130
C -4.552183 5.454953 -4.638181 0.033 -0.025 -0.026
C -5.415102 3.249360 -4.843800 -0.003 0.071 0.023
C -3.345551 -0.496533 3.537632 -0.036 -0.009 -0.051
C -2.264891 -3.829725 0.130478 0.288 0.038 0.355
C -0.667796 -0.540908 4.137413 -0.049 0.042 -0.069
C 4.600222 -0.246556 8.609747 -0.067 0.004 -0.014
C 4.282399 -2.288339 0.565686 0.068 0.059 0.040
C 2.239487 -2.630688 1.723362 0.352 0.160 0.003
C -5.986928 -0.710079 -5.469573 -0.070 0.075 -0.037
C 4.234490 2.871117 3.212481 -0.074 0.000 0.111
C -0.899618 -0.494251 -2.873040 -0.012 -0.815 -0.052
C -3.480098 3.861352 -6.080909 -0.004 0.050 0.034
C 3.783798 2.206461 2.091788 0.059 -0.003 0.003
C 5.227817 -0.523288 7.404024 0.147 -0.014 -0.056
C 3.754166 0.753742 -3.901935 0.049 -0.106 -0.047
C -4.408757 -2.498330 -5.065259 0.131 -0.019 0.064
C -6.901884 -1.639746 -5.942459 0.047 -0.075 0.003
C 1.650329 1.926132 -3.871965 -0.022 -0.001 0.003
C -4.421168 2.902422 -5.735428 -0.020 -0.128 -0.036
C 2.992887 -2.800858 0.582311 -0.233 -0.058 -0.150
C -5.502928 4.507960 -4.287689 -0.077 0.042 0.095
H -7.297064 -3.708245 -6.348192 -0.013 -0.009 -0.008
H 3.604210 2.941466 4.088654 -0.009 -0.019 0.008
H 2.735255 0.067780 9.619047 -0.006 0.001 0.010
H 4.382358 -0.063407 -4.229591 0.018 0.008 0.008
H 0.112836 -3.073230 -0.178273 -0.142 0.055 0.408
H -7.870610 -1.304963 -6.285918 -0.020 0.016 -0.003
H -3.717508 -0.872976 -0.117198 -0.260 0.074 0.129
H -2.698926 3.611792 -6.785844 0.011 -0.015 -0.017
H -3.425842 -2.807144 -4.731504 0.004 0.010 -0.019
H -5.080738 -4.467474 -5.569123 0.016 -0.017 -0.009
H 4.890742 -2.393793 -0.321696 0.007 -0.045 -0.029
H -3.252233 -5.621257 1.581325 -0.077 -0.019 -0.006
H 2.006624 0.105057 -4.950806 0.010 -0.007 -0.030
H 1.377481 -0.248396 7.575947 -0.012 0.003 -0.018
H 7.271495 3.784257 2.020956 0.016 0.009 0.005
H -3.589626 0.112906 -1.599953 -0.135 0.197 -0.011
H 4.390655 -0.984195 3.690070 -0.549 -0.198 -1.224
H -1.114174 0.553272 -3.053034 0.023 0.244 0.081
H 2.584584 -3.323827 -0.275161 0.028 -0.026 0.013
H 0.401383 -0.181026 0.165209 0.185 0.125 -0.019
H -3.312487 1.524888 4.253886 -0.010 0.018 0.027
H -0.975754 -0.611547 1.159935 -0.044 0.049 0.158
H 0.620874 2.008724 -4.193935 -0.005 0.019 -0.025
H -1.457979 -1.065050 -3.614055 -0.107 0.006 -0.148
H 5.872812 3.960851 4.049879 -0.002 0.018 0.022
H 3.973387 3.551423 -2.003096 0.022 -0.006 -0.005
H -4.605061 6.446996 -4.211763 -0.015 0.023 0.005
H -0.714153 -4.266856 1.686576 0.083 0.039 -0.015
H -3.077998 -2.523413 2.894128 -0.011 -0.077 0.125
H 6.415821 2.582564 0.034039 -0.002 -0.016 -0.023
H 2.500320 -0.730807 5.413089 0.026 0.038 0.042
H 6.303297 -0.609375 7.330813 0.002 0.003 -0.013
H -0.644487 -2.561109 3.450335 -0.030 0.028 0.075
H 2.073830 -1.882503 3.716172 0.135 -0.152 -0.195
H -0.984726 0.918021 0.298875 -0.051 0.227 -0.110
H -6.304438 4.737657 -3.598958 -0.008 -0.019 -0.001
H -2.891965 -3.013991 0.474204 -0.093 0.174 -0.041
H -2.806777 5.878451 -5.809121 0.008 0.014 -0.006
H -6.217124 0.344397 -5.426397 -0.012 -0.051 0.011
H 5.195784 -0.108314 9.501334 0.022 -0.009 0.010
H -0.883282 1.479310 4.791933 0.021 -0.005 -0.005
H -3.830916 -1.620590 -1.736184 -0.255 -0.060 -0.076
H -4.387398 1.905323 -6.150916 -0.011 -0.015 -0.005
H 5.782378 -1.226786 1.663722 0.038 0.007 0.005
H 0.152824 -0.693304 -3.045248 0.238 0.160 0.052
H -2.844123 -4.515401 -0.475139 -0.116 -0.024 -0.188
H 4.153272 1.553958 0.093909 -0.011 -0.002 0.011
H 1.599345 3.734046 -2.716883 -0.005 0.024 0.012
H -4.399056 -0.476456 3.294037 -0.022 -0.005 0.029

---

20
Properties=species:S:1:pos:R:3:forces:R:3 method="wB97M-V/def2-TZVPD" e_homo_ev="-14.7 / -14.7" multiplicity=2 de_lowest_kcal_mol=48.1 charge=+1 s_squared=0.78 total_energy_ha=-423.02968 homo_lumo_gap_ha="0.362 / 0.234"
O 0.689332 0.247671 -2.743462 -1.357 -0.457 0.431
O 2.210875 0.134781 2.374940 1.028 -0.329 -5.856
O 0.804472 1.487560 -0.018536 -1.147 -0.594 0.309
C -0.469268 1.195629 0.367876 2.263 -2.982 -2.226
C -0.810715 -0.195076 0.115863 -4.162 3.554 2.052
C -1.361114 2.101674 0.772556 -0.850 1.155 0.930
C 0.087262 -1.111254 -0.185036 4.129 -1.441 0.204
C -0.301051 -2.521744 -0.342532 0.448 0.720 -1.605
H 0.269809 0.769535 -2.023953 0.430 -0.422 -1.024
H 1.025045 2.413607 0.016387 0.170 0.846 0.234
H -2.309829 1.849551 1.169992 -0.793 -0.457 0.002
H 1.510814 0.308878 2.933582 -2.455 0.589 1.892
H 1.824797 0.236547 1.370856 1.557 -0.207 4.163
H 0.572850 -3.113643 -0.502989 0.248 -0.731 0.046
H 1.250322 -0.742690 -0.267439 -3.160 -1.367 -0.096
H -0.035577 -0.315040 -3.119225 0.936 0.874 0.338
H -1.938684 -0.419230 0.298620 2.220 0.108 -0.380
H -0.850631 -2.450553 -1.295409 0.210 -0.306 -0.438
H -1.096023 3.118824 0.836733 0.286 1.169 0.025
H -1.072686 -2.995026 0.241176 0.000 0.279 1.001

---

85
Properties=species:S:1:pos:R:3:forces:R:3 method="wB97M-V/def2-TZVPD" e_homo_ev=2.0 de_lowest_kcal_mol=0.0 charge=-2 total_energy_ha=-1786.64854 homo_lumo_gap_ha=0.090
Hg 0.499472 0.385397 -1.064648 2.757 -0.546 -0.167
O 2.320238 1.975486 -0.064072 1.709 3.320 -0.036
N -2.355564 1.024432 -1.024048 -1.325 -0.066 -2.595
N -2.257477 -0.528260 -2.550244 -0.087 0.661 -0.819
N -0.462820 3.088358 1.089983 0.476 1.193 -0.257
N 3.706964 3.706308 0.701522 0.580 0.180 0.146
N 3.047482 3.580143 -1.503377 0.297 1.027 -0.233
C 0.818098 -2.338187 0.527140 -0.431 1.500 0.438
C -1.478098 0.200693 -1.694002 -3.956 -1.585 1.708
C -2.104033 1.576454 0.228533 0.054 -0.500 2.145
C -1.927703 5.302845 0.095605 0.119 -0.497 -0.106
C -2.435125 4.019928 -0.000639 0.545 0.039 -0.310
C 5.154534 3.592085 0.494655 -0.172 0.009 0.140
C -2.249727 -3.013014 -2.842364 0.047 0.386 -0.441
C 2.969896 3.027534 -0.271979 -1.443 -2.361 0.157
C -1.760245 -4.140352 -3.517951 0.141 0.387 -0.379
C 0.738953 -3.206047 -0.666104 0.212 -0.599 -0.455
C 3.231591 3.599724 2.075233 -0.278 0.174 -0.093
C 0.258574 -1.044033 2.351803 0.465 -0.674 -0.779
C -0.310463 -2.761352 -4.840329 -0.383 -0.009 0.391
C 0.049602 4.326918 1.048681 -0.863 0.106 0.372
C -0.772205 -1.622016 -4.166409 -0.407 -0.151 -0.541
C -3.527296 0.076248 -2.636794 -0.074 -0.990 -0.621
C -1.560458 -2.610796 1.526092 -0.727 -0.104 0.124
C 3.590152 4.925577 -1.743373 -0.229 -0.388 0.112
C 2.242702 0.532009 2.445890 0.774 0.290 0.522
C -0.350678 -5.226267 -5.315008 0.108 -0.237 -0.144
C 1.524663 -0.626815 1.906789 -1.022 -0.353 -1.359
C -3.597901 1.012957 -1.692552 1.202 0.058 0.754
C -0.635176 5.468361 0.611987 0.261 -0.053 -0.128
C 1.826226 -1.333755 0.693519 -0.699 -0.191 0.886
C 2.271135 2.955282 -2.554723 0.050 -0.216 -0.291
C -0.572830 -0.247004 3.288485 -0.137 0.298 0.547
C -0.168975 -2.125806 1.527969 1.008 0.673 -0.142
C 3.048547 -1.178956 -0.138645 0.926 -0.418 0.209
C -0.822798 -4.026135 -4.548617 -0.118 0.383 0.387
C -0.193084 -0.296169 -4.503740 0.279 0.252 -0.504
C -3.220395 -3.237663 -1.728117 -0.324 -0.188 0.383
C -1.652567 2.897406 0.443728 -0.206 0.261 -0.244
C -1.817494 -1.730907 -3.238691 0.585 -0.197 0.574
H 3.406786 -0.140208 -0.175154 -0.206 -0.300 -0.080
H -0.141658 6.440379 0.678686 -0.193 -0.224 -0.130
H -4.379960 1.673185 -1.393290 -0.338 0.151 0.074
H -2.130308 -5.127817 -3.231412 0.113 0.237 -0.021
H -3.423321 3.786892 -0.410027 0.335 0.330 0.187
H 3.253132 5.224549 -2.738542 0.080 0.066 0.196
H 5.578684 2.920483 1.254669 0.008 0.023 -0.123
H 3.211398 5.655651 -1.008228 0.254 -0.279 -0.172
H -0.398877 -5.026343 -6.395642 0.027 -0.126 0.232
H -0.250023 -0.378270 4.331878 -0.121 0.105 0.129
H -4.252724 -3.292410 -2.103676 0.147 0.126 0.085
H 1.184391 2.998232 -2.342080 0.544 -0.317 -0.052
H -1.636333 -0.512038 3.248821 0.087 -0.040 -0.043
H -1.709868 -3.457135 0.849640 -0.033 0.007 0.010
H 3.369117 4.583080 2.562306 0.011 -0.362 -0.006
H 1.562560 1.330589 2.785661 0.136 -0.172 -0.171
H 5.664362 4.565602 0.579855 -0.092 -0.198 -0.085
H 4.694865 4.922606 -1.751060 -0.360 0.139 0.105
H 2.472383 3.497149 -3.478289 -0.010 0.008 -0.186
H 3.852287 -1.781315 0.306595 0.396 -0.113 -0.075
H -4.252732 -0.186716 -3.381527 -0.137 -0.287 -0.158
H 1.082078 4.478588 1.387890 -0.666 -0.130 0.017
H 2.844887 0.227587 3.319949 0.101 0.224 0.083
H -0.982898 -6.095271 -5.093080 0.195 0.109 -0.085
H 1.066703 -2.671204 -1.577223 -0.186 -0.136 0.208
H 1.406757 -4.077777 -0.567462 -0.086 -0.104 -0.180
H -0.501600 0.836657 3.064483 -0.062 -0.402 0.047
H -2.508164 6.154765 -0.241885 -0.038 0.059 0.049
H 2.602319 1.912716 -2.682603 -0.589 0.269 0.122
H -0.271948 -3.590685 -0.851556 0.086 0.036 0.022
H -3.169681 -2.471769 -0.945461 0.035 -0.108 -0.255
H 5.350320 3.147276 -0.498788 -0.012 0.303 0.486
H 3.755929 2.820773 2.640072 -0.076 0.064 -0.007
H 0.445849 -2.644109 -5.620620 -0.172 -0.022 0.271
H -2.996793 -4.211348 -1.267041 -0.105 0.307 -0.022
H -2.260511 -1.799812 1.226693 0.085 -0.318 0.001
H 2.909524 0.952044 1.686348 -0.135 -0.120 0.390
H 2.922048 -1.534919 -1.172470 -0.069 0.223 0.291
H -2.107725 0.861355 1.067297 0.830 0.197 -0.682
H 0.295271 0.176863 -3.637233 -0.002 -0.063 -0.073
H -0.943897 0.402615 -4.895869 0.045 -0.091 0.130
H 0.579511 -0.449352 -5.265019 -0.079 0.231 0.068
H 0.693821 -5.478152 -5.071349 -0.305 0.050 -0.042
H -1.872242 -2.927642 2.530475 -0.145 -0.088 -0.064
H 2.149063 3.362455 2.059051 0.988 -0.141 0.158

---

17
Properties=species:S:1:pos:R:3:forces:R:3 method="wB97M-V/def2-TZVPD" e_homo_ev="-7.1 / -7.1" de_lowest_kcal_mol=98.1 total_energy_ha=-305.86750 homo_lumo_gap_ha="0.290 / 0.294"
N 1.045664 0.501769 1.621792 -0.244 0.105 0.065
N -0.095984 0.311619 -1.268427 -0.021 0.065 -0.021
C 0.570225 -0.688985 -0.619721 0.308 -0.070 0.140
C 2.100348 0.905903 0.700247 0.205 0.153 -0.119
C -2.208946 -0.424183 -0.103828 -0.026 -0.033 0.049
C 1.439613 -0.420294 0.546201 0.095 -0.211 -0.156
C -1.346618 -0.201903 -1.314014 -0.306 0.052 -0.147
H 0.179746 0.964310 1.348559 0.072 -0.043 0.042
H 1.974204 -1.291322 0.918768 -0.072 0.120 -0.088
H -3.109261 0.208985 -0.149598 0.133 -0.033 0.004
H 1.871377 1.680967 -0.030542 0.022 -0.142 0.104
H 0.559484 -1.676494 -1.062140 -0.021 0.116 0.072
H 3.102889 0.966142 1.117682 -0.177 -0.019 -0.036
H 0.283617 1.076831 -1.825398 -0.068 -0.201 0.129
H -1.845776 -0.245052 -2.287763 0.059 0.031 0.152
H -2.569912 -1.457710 -0.023673 0.122 0.154 -0.019
H -1.661221 -0.200808 0.817945 -0.080 -0.044 -0.172